# 1
ORCA calculation (ωB97M-V/def2-TZVPD) on a single C24H21N5O3 molecule.

Summary:
Frontier orbital gap in eV: 8.14
ΔE to the lowest compared entry with this formula, charge and spin in kcal/mol: 0.0
LUMO level in eV: -0.282
Calculated total energy in Eh: -1426.7656
Highest occupied orbital energy in eV: -8.4
2S+1: 1

Each line ends with the Löwdin charge.
Cartesian coordinates (Å):
O (-2.397, -0.194, -2.641)  0.12
C (-2.735, -0.501, -1.529)  -0.38
C (-3.754, 0.113, -0.647)  -0.08
C (-4.562, 1.214, -0.834)  0.01
C (-5.435, 1.558, 0.194)  -0.06
C (-5.494, 0.816, 1.363)  -0.06
C (-4.680, -0.297, 1.550)  0.01
C (-3.812, -0.634, 0.533)  -0.07
C (-2.816, -1.728, 0.432)  -0.36
O (-2.535, -2.579, 1.243)  0.12
N (-2.242, -1.594, -0.818)  0.02
C (-1.089, -2.331, -1.275)  -0.10
C (0.044, -2.332, -0.244)  -0.09
C (0.448, -0.939, 0.161)  -0.26
N (-0.216, 0.035, -0.341)  0.19
C (0.092, 1.322, -0.001)  -0.20
C (-0.588, 2.375, -0.619)  0.00
C (-0.282, 3.672, -0.279)  -0.06
C (0.694, 3.948, 0.679)  -0.07
C (1.369, 2.921, 1.296)  0.00
C (1.075, 1.599, 0.960)  -0.08
C (1.797, 0.494, 1.567)  -0.37
O (2.639, 0.600, 2.438)  0.07
N (1.465, -0.775, 1.067)  0.07
C (2.259, -1.870, 1.604)  -0.12
C (3.725, -1.810, 1.159)  -0.14
C (3.931, -1.794, -0.359)  -0.13
N (3.496, -0.564, -0.970)  -0.08
C (2.568, -0.425, -1.966)  -0.08
C (2.475, 0.913, -2.216)  -0.15
N (3.322, 1.594, -1.402)  0.08
C (3.917, 0.691, -0.675)  -0.18
H (-4.513, 1.787, -1.747)  0.12
H (-6.078, 2.418, 0.079)  0.11
H (-6.182, 1.106, 2.142)  0.11
H (-4.720, -0.879, 2.458)  0.12
H (-1.376, -3.366, -1.488)  0.14
H (-0.770, -1.839, -2.198)  0.12
H (-0.299, -2.870, 0.644)  0.11
H (0.889, -2.871, -0.675)  0.11
H (-1.329, 2.141, -1.367)  0.11
H (-0.798, 4.489, -0.762)  0.10
H (0.923, 4.973, 0.928)  0.10
H (2.137, 3.106, 2.032)  0.12
H (1.813, -2.821, 1.322)  0.11
H (2.240, -1.779, 2.695)  0.14
H (4.232, -2.685, 1.569)  0.12
H (4.182, -0.920, 1.593)  0.10
H (3.387, -2.618, -0.830)  0.12
H (5.000, -1.933, -0.565)  0.13
H (2.075, -1.265, -2.409)  0.11
H (1.851, 1.424, -2.920)  0.10
H (4.655, 0.903, 0.072)  0.13

---

# 2
ORCA calculation (ωB97M-V/def2-TZVPD) on a single C3H4FNO2 molecule.

Summary:
Frontier orbital gap in eV: 8.77
ΔE to the lowest compared entry with this formula, charge and spin in kcal/mol: 88.8
LUMO level in eV: -0.111
Calculated total energy in Eh: -421.6816
Highest occupied orbital energy in eV: -8.9
2S+1: 1

Each line ends with the Löwdin charge.
Cartesian coordinates (Å):
C (1.639, 0.037, -0.226)  -0.20
C (-0.576, -0.995, -0.228)  0.02
C (-1.119, 0.434, 0.229)  -0.63
N (2.589, 0.674, 0.108)  0.25
O (0.880, -0.840, -0.576)  0.13
O (-0.364, 1.217, 0.808)  -0.04
F (-1.689, 0.954, -1.006)  -0.10
H (-0.637, -1.588, 0.745)  0.14
H (-1.146, -1.579, -0.972)  0.13
H (-2.083, 0.048, 0.583)  0.13
H (2.506, 1.638, 0.534)  0.16

---

# 3
ORCA calculation (ωB97M-V/def2-TZVPD) on a single C6H8N2O molecule.

Summary:
Frontier orbital gap in eV: 9.22
ΔE to the lowest compared entry with this formula, charge and spin in kcal/mol: 70.9
LUMO level in eV: 0.739
Calculated total energy in Eh: -418.0703
Highest occupied orbital energy in eV: -8.5
2S+1: 1

Each line ends with the Löwdin charge.
Cartesian coordinates (Å):
C (1.720, 1.485, 0.132)  -0.01
C (1.953, -0.051, -0.045)  -0.61
O (2.988, -0.519, -0.100)  0.12
N (0.914, -0.904, 0.133)  0.19
C (-0.514, -0.453, 0.065)  -0.24
C (-1.336, -0.200, 1.181)  -0.02
C (-2.574, 0.176, 0.644)  -0.09
C (-2.428, 0.262, -0.771)  -0.12
N (-1.208, -0.198, -1.038)  0.06
H (2.669, 2.195, -0.455)  0.16
H (1.709, 1.695, 1.174)  0.04
H (0.740, 1.771, -0.513)  0.10
H (1.077, -1.707, -0.085)  0.01
H (-1.347, -0.203, 2.161)  0.05
H (-3.517, 0.496, 1.148)  0.11
H (-3.187, 0.512, -1.630)  0.15
H (-0.917, -0.214, -1.904)  0.10

---

> Among the records above, which one has the highest ΔE to the lowest compared entry with this formula, charge and spin?

C3H4FNO2

---

What did the third record say?
ORCA calculation (ωB97M-V/def2-TZVPD) on a single C6H8N2O molecule.

Summary:
Frontier orbital gap in eV: 9.22
ΔE to the lowest compared entry with this formula, charge and spin in kcal/mol: 70.9
LUMO level in eV: 0.739
Calculated total energy in Eh: -418.0703
Highest occupied orbital energy in eV: -8.5
2S+1: 1

Each line ends with the Löwdin charge.
Cartesian coordinates (Å):
C (1.720, 1.485, 0.132)  -0.01
C (1.953, -0.051, -0.045)  -0.61
O (2.988, -0.519, -0.100)  0.12
N (0.914, -0.904, 0.133)  0.19
C (-0.514, -0.453, 0.065)  -0.24
C (-1.336, -0.200, 1.181)  -0.02
C (-2.574, 0.176, 0.644)  -0.09
C (-2.428, 0.262, -0.771)  -0.12
N (-1.208, -0.198, -1.038)  0.06
H (2.669, 2.195, -0.455)  0.16
H (1.709, 1.695, 1.174)  0.04
H (0.740, 1.771, -0.513)  0.10
H (1.077, -1.707, -0.085)  0.01
H (-1.347, -0.203, 2.161)  0.05
H (-3.517, 0.496, 1.148)  0.11
H (-3.187, 0.512, -1.630)  0.15
H (-0.917, -0.214, -1.904)  0.10

---

> Which of these has the lowest ΔE to the lowest compared entry with this formula, charge and spin?

C24H21N5O3